Entry 1:
Formula: C29H57ClF3N3O4PS
Source: OMol25
Level of theory: wB97M-V/def2-TZVPD

## Properties
Spin multiplicity: 3
HOMO (alpha / beta): -10.8 / -11.5 eV
Total charge: +1
Frontier orbital gap (alpha / beta): 8.60 / 8.96 eV

Each line ends with the Mulliken charge.
Cartesian coordinates (Å):
C 6.821 -3.788 1.521  -0.892
C 6.287 -3.146 2.877  -0.657
C 4.714 -2.761 2.824  0.370
Cl 4.156 -2.634 4.550  -0.090
N 4.559 -1.509 2.009  -0.219
C 5.044 -0.253 2.663  -0.473
C 4.723 1.020 1.697  -0.404
O 4.424 0.646 0.340  -0.419
C 3.299 -0.253 0.243  1.025
P 3.420 -1.193 -1.428  0.294
S 4.559 -2.770 -1.340  -0.348
C 3.172 -1.312 1.443  0.036
C 2.082 -0.847 2.514  -0.778
C 0.811 -1.816 2.668  -0.249
O 1.089 -3.221 2.480  -0.502
C 0.320 -3.587 1.285  -0.190
C 0.648 -5.088 0.895  0.631
F 0.104 -5.911 1.887  -0.260
F 0.016 -5.481 -0.299  -0.232
F 2.044 -5.209 0.810  -0.196
H 6.228 -4.682 1.155  0.264
H 7.906 -4.127 1.667  0.365
H 6.876 -2.976 0.713  0.230
H 6.929 -2.280 3.254  0.314
H 6.384 -3.956 3.682  0.407
H 4.219 -3.633 2.274  0.160
H 5.169 -1.645 1.167  0.320
H 4.557 -0.013 3.652  0.307
H 6.185 -0.296 2.728  0.464
H 5.655 1.676 1.711  0.373
H 3.852 1.588 2.186  0.208
H 2.368 0.415 0.127  -0.721
H 2.066 -1.619 -1.717  -0.029
H 3.946 -0.358 -2.479  0.203
H 2.913 -2.315 0.945  0.347
H 2.483 -0.643 3.551  0.487
H 1.669 0.155 2.137  0.043
H 0.380 -1.687 3.723  0.344
H -0.012 -1.423 1.971  -0.021
H 0.669 -2.872 0.470  0.212
H -0.789 -3.463 1.525  0.335
C -4.913 -2.716 -1.906  -1.677
C -3.922 -1.671 -1.319  1.917
C -4.262 -0.237 -1.804  -0.826
C -3.760 0.117 -3.195  -0.608
C -2.287 -0.241 -3.345  -0.865
C -2.015 -1.718 -3.007  1.867
N -2.524 -2.095 -1.650  0.146
O -1.686 -1.543 -0.728  -0.186
C -2.659 -2.593 -4.109  -2.108
C -0.509 -2.007 -3.153  -1.652
C -4.228 -1.689 0.202  -1.894
H -4.439 -3.444 -2.563  0.379
H -5.370 -3.327 -1.123  0.479
H -5.724 -2.242 -2.465  0.316
H -3.826 0.490 -1.107  -0.258
H -5.343 -0.075 -1.765  0.434
H -4.365 -0.385 -3.956  0.329
H -3.891 1.190 -3.366  0.474
H -1.966 -0.021 -4.368  0.470
H -1.692 0.413 -2.696  -0.113
H -2.517 -3.657 -3.899  0.387
H -2.197 -2.391 -5.079  0.419
H -3.724 -2.411 -4.246  0.460
H 0.105 -1.359 -2.523  -0.055
H -0.178 -1.838 -4.181  0.450
H -0.280 -3.048 -2.902  0.552
H -3.959 -2.648 0.652  0.484
H -5.296 -1.529 0.375  0.480
H -3.704 -0.898 0.744  0.174
C -1.567 2.195 0.345  -1.073
C -0.785 3.499 0.021  2.231
C -0.410 4.269 1.313  -1.391
C -1.520 5.126 1.906  -0.544
C -2.151 6.006 0.836  -1.261
C -2.653 5.184 -0.364  1.525
N -1.584 4.312 -0.943  0.472
O -0.730 5.110 -1.617  -0.577
C -3.869 4.342 0.095  -1.763
C -3.253 6.142 -1.418  -1.773
C 0.553 2.978 -0.562  -1.700
H -2.587 2.187 -0.039  -0.403
H -1.109 1.317 -0.120  0.279
H -1.618 2.008 1.421  0.331
H 0.437 4.934 1.102  0.426
H -0.053 3.568 2.075  0.282
H -2.272 4.493 2.388  0.269
H -1.107 5.757 2.698  0.454
H -2.976 6.575 1.277  0.415
H -1.416 6.749 0.507  0.351
H -4.244 3.718 -0.721  0.323
H -4.689 4.992 0.409  0.457
H -3.658 3.698 0.949  0.389
H -2.540 6.900 -1.750  0.376
H -4.108 6.685 -1.007  0.417
H -3.603 5.593 -2.297  0.428
H 0.401 2.468 -1.518  0.466
H 1.015 2.262 0.127  0.119
H 1.284 3.775 -0.714  0.443

Cartesian forces (eV/Å) of the 3 atoms listed first:
0.8 0.9 -0.1
-0.2 -1.1 0.4
2.3 -2.0 0.2

***

Entry 2:
Formula: C38H59IN10O3S
Source: OMol25
Level of theory: wB97M-V/def2-TZVPD

## Properties
HOMO: -8.0 eV
Frontier orbital gap: 7.99 eV
Structure (SMILES): C=C[C@@]1(I)[C@H](C)S(=O)(=O)O[C@@](CCN)(CCCN)[C@@]1(N)CCN.c1cc[nH]c1.c1cc[nH]c1.c1cc[nH]c1.c1cc[nH]c1.c1cc[nH]c1.c1cc[nH]c1
Energy relative to the best compared isomer or geometry (same formula, charge and spin): 66.4 kcal/mol

Each line ends with the Mulliken charge.
Cartesian coordinates (Å):
C 2.158 -1.766 -1.694  -0.929
C 3.109 -0.805 -1.356  -0.537
C 2.925 0.750 -1.439  -0.893
I 4.983 1.574 -1.247  0.178
C 2.496 1.047 -2.954  0.479
C 3.709 0.995 -3.997  -1.389
S 1.806 2.732 -3.033  1.500
O 1.143 2.875 -4.376  -0.725
O 2.845 3.804 -2.953  -0.682
O 0.668 2.961 -1.894  -0.389
C 0.595 1.995 -0.810  0.856
C -0.152 2.857 0.316  -1.377
C -1.432 3.600 -0.291  -0.325
N -1.129 4.990 -0.717  -0.750
C -0.374 0.833 -1.356  -1.240
C -1.190 0.083 -0.247  0.690
C -2.275 -0.919 -0.932  -0.733
N -2.169 -1.044 -2.395  -0.637
C 2.006 1.423 -0.296  1.891
N 2.771 2.611 0.201  -0.581
C 1.818 0.512 1.014  -0.768
C 3.048 0.450 1.990  -1.271
N 4.202 -0.345 1.531  -0.399
H 2.066 -2.639 -0.994  0.282
H 1.560 -1.713 -2.641  0.224
H 4.081 -1.195 -0.945  0.683
H 1.747 0.311 -3.368  0.278
H 3.212 0.772 -4.992  0.312
H 4.214 1.981 -4.125  0.461
H 4.397 0.136 -3.803  0.372
H 0.506 3.687 0.699  0.526
H -0.521 2.239 1.165  0.239
H -1.914 3.024 -1.126  0.251
H -2.191 3.665 0.539  0.313
H -0.138 5.121 -0.916  0.272
H -1.636 5.154 -1.589  0.295
H 0.173 0.066 -1.957  -0.341
H -1.074 1.352 -2.072  0.416
H -0.591 -0.563 0.444  -0.399
H -1.814 0.754 0.412  0.154
H -2.277 -1.929 -0.440  0.271
H -3.302 -0.488 -0.736  0.314
H -1.275 -1.412 -2.703  0.259
H -2.438 -0.200 -2.888  0.349
H 2.410 2.916 1.105  0.359
H 2.666 3.411 -0.428  0.401
H 1.483 -0.534 0.751  0.235
H 0.971 0.897 1.659  0.191
H 3.391 1.453 2.378  0.375
H 2.659 -0.074 2.926  0.412
H 4.849 -0.490 2.313  0.197
H 3.866 -1.259 1.226  0.239
N -2.024 -1.116 3.492  0.103
C -3.341 -1.488 3.457  -0.883
C -3.395 -2.829 3.170  -0.167
C -2.060 -3.286 3.032  -0.618
C -1.236 -2.209 3.238  -0.753
H -1.688 -0.188 3.676  0.220
H -4.123 -0.767 3.638  0.480
H -4.295 -3.417 3.071  0.448
H -1.739 -4.291 2.807  0.614
H -0.161 -2.124 3.226  0.548
N 5.276 0.011 7.018  0.015
C 6.057 0.694 6.126  -0.587
C 6.382 -0.164 5.106  -0.355
C 5.769 -1.410 5.391  -0.365
C 5.091 -1.271 6.576  -0.584
H 4.896 0.392 7.867  0.193
H 6.315 1.728 6.295  0.403
H 6.992 0.078 4.250  0.445
H 5.818 -2.308 4.795  0.417
H 4.496 -1.971 7.140  0.423
N 0.011 2.635 -8.476  0.006
C 0.991 2.561 -7.522  -0.638
C 2.148 2.151 -8.135  -0.427
C 1.859 1.976 -9.513  -0.558
C 0.535 2.284 -9.695  -0.645
H -0.942 2.904 -8.310  0.234
H 0.780 2.804 -6.492  0.738
H 3.098 1.996 -7.648  0.460
H 2.544 1.661 -10.284  0.432
H -0.080 2.283 -10.581  0.489
N -6.771 0.365 5.183  0.000
C -6.016 -0.540 5.878  -0.550
C -5.668 0.032 7.076  -0.460
C -6.240 1.329 7.106  -0.382
C -6.917 1.506 5.926  -0.519
H -7.160 0.216 4.268  0.215
H -5.791 -1.509 5.462  0.512
H -5.070 -0.431 7.845  0.414
H -6.165 2.052 7.904  0.392
H -7.487 2.341 5.552  0.380
N -2.760 0.178 -7.963  0.038
C -1.915 0.141 -9.040  -0.390
C -2.504 -0.626 -10.013  -0.533
C -3.755 -1.064 -9.506  -0.388
C -3.886 -0.550 -8.241  -0.516
H -2.581 0.664 -7.102  0.199
H -0.970 0.661 -9.019  0.418
H -2.084 -0.847 -10.981  0.390
H -4.477 -1.685 -10.012  0.392
H -4.680 -0.640 -7.516  0.376
N -0.796 -4.367 7.087  0.019
C -0.294 -5.409 7.820  -0.513
C -0.448 -6.556 7.084  -0.486
C -1.061 -6.191 5.858  -0.406
C -1.261 -4.834 5.887  -0.256
H -0.819 -3.408 7.383  0.197
H 0.127 -5.245 8.799  0.388
H -0.152 -7.547 7.391  0.397
H -1.325 -6.849 5.044  0.391
H -1.693 -4.163 5.162  0.288

Cartesian forces (eV/Å) of the 3 atoms listed first:
1.4 1.3 0.2
-1.1 -1.1 0.1
0.8 -1.0 -1.7

***

Entry 3:
Formula: C10H13N2O2P
Source: OMol25
Level of theory: wB97M-V/def2-TZVPD

## Properties
HOMO: -7.2 eV
Frontier orbital gap: 6.27 eV
Energy relative to the best compared isomer or geometry (same formula, charge and spin): 50.0 kcal/mol

Each line ends with the Mulliken charge.
Cartesian coordinates (Å):
C 3.679 -0.012 0.553  -0.596
C 3.424 -1.377 0.431  -0.363
C 2.690 0.878 0.163  -0.263
C 2.227 -1.908 -0.101  -0.654
C 1.442 0.395 -0.318  0.796
C 1.242 -0.984 -0.362  0.122
C 0.278 2.536 -0.838  0.590
C -1.075 2.905 -1.374  -0.969
C -1.720 -1.870 1.330  -0.725
C -3.523 -0.527 0.375  -0.963
N 0.471 1.160 -0.830  -0.393
N -2.271 -1.230 0.184  0.159
O 1.100 3.354 -0.444  -0.637
O -0.022 -1.473 -0.581  -0.299
P -1.363 -0.797 -1.108  0.074
H 4.589 0.442 1.023  0.322
H 4.276 -2.163 0.474  0.217
H 2.998 1.895 0.207  0.460
H 1.904 -2.943 -0.276  0.398
H -1.344 3.992 -1.107  0.301
H -1.840 2.279 -1.032  0.194
H -1.054 2.731 -2.504  0.239
H -2.459 -2.276 2.001  0.361
H -1.031 -2.642 1.003  0.267
H -1.013 -1.226 1.919  0.314
H -4.029 -0.223 -0.598  0.335
H -4.257 -1.220 0.747  0.371
H -3.320 0.304 1.065  0.343

Cartesian forces (eV/Å) of the 3 atoms listed first:
-0.3 0.0 0.6
2.0 -3.1 -1.0
0.2 -1.2 0.1

***

Entry 4:
Formula: C16H13Br2N3O3
Source: OMol25
Level of theory: wB97M-V/def2-TZVPD

## Properties
HOMO: -8.5 eV
Frontier orbital gap: 8.51 eV
Structure (SMILES): O=C(CNC(=O)c1ccccc1Br)N/N=C/c1cc(Br)ccc1O

Each line ends with the Mulliken charge.
Cartesian coordinates (Å):
O -4.656 -1.942 -1.430  -0.650
C -3.508 -1.775 -1.093  0.382
N -2.756 -0.810 -1.703  -0.319
N -1.455 -0.584 -1.481  0.097
C -0.925 0.496 -1.903  -0.485
C 0.465 0.783 -1.629  0.323
C 1.330 -0.203 -1.161  -0.198
C 2.631 0.114 -0.833  -0.403
C 3.105 1.410 -0.952  -0.618
C 2.258 2.393 -1.427  -0.745
C 0.945 2.098 -1.780  0.874
O 0.104 3.039 -2.257  -0.539
H 0.522 3.908 -2.241  0.291
H 2.620 3.407 -1.527  0.320
H 4.122 1.648 -0.683  0.449
Br 3.794 -1.255 -0.208  -0.145
H 0.965 -1.213 -1.070  0.561
H -1.496 1.264 -2.429  0.453
H -3.284 -0.158 -2.291  0.246
C -2.867 -2.620 0.007  -0.626
N -1.670 -2.096 0.613  -0.184
C -1.719 -0.933 1.319  -0.038
O -2.756 -0.389 1.627  -0.618
C -0.373 -0.418 1.721  0.868
C -0.081 0.942 1.682  -0.115
C 1.159 1.419 2.079  -0.611
C 2.116 0.536 2.543  -0.572
C 1.838 -0.820 2.605  -0.784
C 0.605 -1.290 2.191  -0.005
H 0.382 -2.345 2.254  0.501
H 2.583 -1.510 2.967  0.457
H 3.079 0.908 2.857  0.421
H 1.364 2.477 2.028  0.445
Br -1.349 2.198 1.038  -0.066
H -0.793 -2.349 0.187  0.317
H -2.661 -3.612 -0.400  0.428
H -3.637 -2.717 0.779  0.291

Cartesian forces (eV/Å) of the 3 atoms listed first:
-0.1 -0.1 0.0
0.2 -0.2 0.2
-0.6 0.8 -0.8

***

Entry 5:
Formula: CH2Cl2N2O
Source: OMol25
Level of theory: wB97M-V/def2-TZVPD

## Properties
HOMO (alpha / beta): -8.6 / -8.6 eV
Frontier orbital gap (alpha / beta): 8.11 / 8.11 eV
Energy relative to the best compared isomer or geometry (same formula, charge and spin): 24.3 kcal/mol

Each line ends with the Mulliken charge.
Cartesian coordinates (Å):
C -0.377 -0.835 0.305  0.654
N -1.095 -0.268 -0.592  -0.313
N 0.989 0.794 1.023  -0.302
O -0.147 -1.878 0.789  -0.353
Cl 0.437 2.201 0.270  -0.113
Cl 2.507 0.202 0.367  -0.078
H -0.879 0.730 -0.832  0.211
H -1.436 -0.945 -1.332  0.294

Cartesian forces (eV/Å) of the 3 atoms listed first:
2.7 -0.3 2.1
-0.9 0.5 -2.5
-1.3 -2.7 0.2

***

Per-record calculated total energy, a.u.: -3103.26560; -2952.27666; -990.13717; -6155.54271; -1144.31533